--- w ---
Computed, not measured: an isolated molecule of C6H11NO2, with wB97M-V/def2-TZVPD.

The geometry in ORCA input format:
```
! RIJCOSX wB97M-V def2-TZVPD def2/J DEFGRID3
* xyz 0 1
H -0.26596 2.83846 0.42737
C -0.57244 0.65372 0.18535
C 1.22878 0.73359 0.33063
H 1.60840 1.72855 0.50043
C -1.72913 -0.12198 -0.46117
H -1.91038 -1.13111 -0.08527
O 3.04651 -0.57934 -0.57792
H -2.69922 0.33412 -0.23641
H -1.87867 2.43018 0.09713
O 0.58601 -1.95666 -1.26577
N 0.51134 -2.08042 1.04917
H -0.72016 0.52863 1.26395
H -1.64626 -0.11579 -1.55203
H -0.08658 -2.89312 0.97964
C 0.74223 -1.42498 -0.16095
H 2.99226 -1.45861 -1.00101
C 1.83216 -0.37175 -0.01860
H 0.48149 -1.53624 1.90096
H -0.66322 2.29580 -1.21972
C -0.85716 2.12695 -0.15577
*
```

E_HOMO: -8.93 eV
structure (SMILES): CC(C)/C=C(/O)C(N)=O
LUMO: 0.78 eV
HOMO-LUMO gap: 9.72 eV

--- x ---
Computed, not measured: a cluster of 2 separate species, C6H11NO2 in total, with wB97M-V/def2-TZVPD.

The geometry in ORCA input format:
```
! RIJCOSX wB97M-V def2-TZVPD def2/J DEFGRID3
* xyz 0 1
O 1.85884 0.21161 0.56900
H -3.68863 -2.09813 0.58785
C 0.99728 -0.58109 0.02381
C 1.05063 -1.55005 -0.85873
H 3.50807 0.99471 1.02236
C -0.30965 2.12417 -0.48722
H 3.46538 -0.91733 1.12586
C 3.23873 0.08915 0.59201
N -2.01001 -0.81581 0.45557
H -4.02835 -0.32266 1.35511
H 3.87781 0.14157 -0.36021
C -3.45698 -0.96567 0.56399
H 0.23626 1.56625 -1.23643
H -3.95966 -0.57672 -0.25227
H 0.17342 -2.02128 -1.35903
O -1.46116 1.38559 -0.19453
H -0.57830 2.94730 -1.00561
H 0.33926 2.42236 0.26219
H 2.01438 -2.17999 -1.07205
C -1.26731 0.14603 0.26832
*
```

E_HOMO: -8.06 eV
LUMO: 0.72 eV
HOMO-LUMO gap: 8.78 eV

Quick one: most stable of them? w

--- w ---
Computed, not measured: a structure of composition C6H11NO2, with wB97M-V/def2-TZVPD.

The geometry in ORCA input format:
```
! RIJCOSX wB97M-V def2-TZVPD def2/J DEFGRID3
* xyz 0 1
H -1.30403 -1.36394 -0.47543
H 1.62065 -0.38670 1.54598
H 2.42550 -2.15182 -0.08340
C -0.49474 -0.08311 1.10179
N 0.40210 2.15421 -0.54807
H 1.05870 -1.78199 -1.14110
O 0.76295 0.43595 -2.14658
C 0.68054 1.12746 -1.20262
H 0.78394 -2.50591 0.44138
C -2.46868 0.37448 -0.32453
H -0.45928 -0.86007 1.86860
O -0.53148 1.14531 1.62028
H -2.63100 1.32225 0.16999
H -3.12493 0.12602 -1.14571
H 0.14611 3.00362 -1.02705
C 1.30300 -0.40276 0.50289
C 1.39663 -1.78619 -0.10452
H -0.18278 1.78713 0.83210
C -1.45618 -0.41308 0.01781
H 2.07296 0.25914 0.09819
*
```

E_HOMO: -8.91 eV
LUMO: 0.43 eV
HOMO-LUMO gap: 9.34 eV

--- x ---
Computed, not measured: a cluster of 2 separate species, C6H11NO2 in total, with wB97M-V/def2-TZVPD.

The geometry in ORCA input format:
```
! RIJCOSX wB97M-V def2-TZVPD def2/J DEFGRID3
* xyz 0 1
O -1.46551 -1.66522 -0.88685
O 0.23122 -1.49590 -2.36479
H -1.04540 -0.40757 1.61958
H 0.62577 -1.92874 0.66206
H -1.62618 -2.44185 -1.45131
C 0.84650 0.16401 0.75399
H -0.47577 1.20703 2.08353
C 1.88402 1.05736 0.77207
C -1.67351 1.22560 -0.96434
H 1.93328 -1.17006 -0.37707
C -0.16246 0.18025 1.88165
H 0.26725 -0.25161 2.78946
N 1.11163 -1.14828 0.22411
H -2.43159 0.76869 -0.33670
C -0.49915 0.61595 -1.20114
H 1.75758 2.01978 1.25322
H 0.23356 1.10603 -1.83570
C -0.36627 -1.05753 -1.40292
H 2.70286 0.97478 0.06546
H -1.84784 2.24728 -1.28429
*
```

E_HOMO: -8.19 eV
structure (SMILES): C=CC(=O)O.C=C(C)N
LUMO: 0.76 eV
HOMO-LUMO gap: 8.95 eV

Quick one: most stable of them? x

--- w ---
Computed, not measured: an isolated molecule of CH3ClN2O2, with wB97M-V/def2-TZVPD.

The geometry in ORCA input format:
```
! RIJCOSX wB97M-V def2-TZVPD def2/J DEFGRID3
* xyz 0 1
N -1.43858 -0.66152 -0.17956
Cl 1.03335 -0.21904 -0.74836
C -0.26735 0.22298 0.20546
O -0.52852 1.56784 -0.08402
H 0.22480 1.79788 -0.52579
H -0.26189 0.01778 1.33180
O -1.74241 -2.68327 0.19755
H -0.87231 -1.32961 1.49365
N -1.43544 -1.46063 0.60153
*
```

E_HOMO: -9.98 eV
structure (SMILES): [O-]/[NH+]=N/[C@H](O)Cl
LUMO: 0.27 eV
HOMO-LUMO gap: 10.24 eV

--- x ---
Computed, not measured: an isolated molecule of CH3ClN2O2, with wB97M-V/def2-TZVPD.

The geometry in ORCA input format:
```
! RIJCOSX wB97M-V def2-TZVPD def2/J DEFGRID3
* xyz 0 1
H -0.01279 1.55607 0.31204
C 0.14244 0.48040 0.18702
O -1.41378 -1.42480 -2.37400
N -0.40841 0.09566 -1.06829
O 0.03722 1.01453 -2.15805
Cl -0.63630 -0.38990 1.55071
N -1.01441 -1.00237 -1.30250
H 1.21579 0.25646 0.21221
H -1.20144 -1.53983 -0.42268
*
```

E_HOMO (spin up / spin down): -9.35 / -9.35 eV
LUMO (spin up / spin down): -0.34 / -0.34 eV
HOMO-LUMO gap (spin up / spin down): 9.01 / 9.02 eV

Quick one: most stable of them? w

--- w ---
Computed, not measured: a cluster of 2 separate species, C3H7ClSi in total, with wB97M-V/def2-TZVPD.

The geometry in ORCA input format:
```
! RIJCOSX wB97M-V def2-TZVPD def2/J DEFGRID3
* xyz 0 1
Cl -4.46995 -1.00455 -0.18307
H 0.53014 1.22679 -1.01202
C 0.85636 -1.88691 0.10966
C 0.55922 -0.62831 0.00385
C 1.21429 0.60871 -0.42639
H 1.82705 -2.29656 -0.18912
H -3.14655 0.42833 1.92808
H 0.16862 -2.62366 0.49685
H -3.07688 1.50782 -0.30446
Si -3.07739 0.28852 0.48811
H 1.52354 1.18204 0.45015
H 2.10355 0.40308 -1.03949
*
```

E_HOMO (spin up / spin down): -8.42 / -7.65 eV
LUMO (spin up / spin down): -0.57 / 0.11 eV
HOMO-LUMO gap (spin up / spin down): 7.85 / 7.76 eV

--- x ---
Computed, not measured: a cluster of 2 separate species, C3H7ClSi in total, with wB97M-V/def2-TZVPD.

The geometry in ORCA input format:
```
! RIJCOSX wB97M-V def2-TZVPD def2/J DEFGRID3
* xyz 0 1
C -0.98056 0.39162 0.83424
Cl 3.91967 -0.39307 0.41453
H -0.31593 -2.45310 -1.11299
H 2.07810 0.78622 -1.86441
C -0.30406 -0.51955 -0.11258
H -0.89783 1.36909 0.47064
C -0.76516 -1.72466 -0.52491
Si 2.34550 0.60871 -0.43756
H -1.76856 -2.04970 -0.22192
H -2.09922 0.36053 0.93378
H 2.15317 1.96462 0.14411
H -0.36680 0.34277 1.74875
*
```

E_HOMO (spin up / spin down): -8.26 / -8.26 eV
LUMO (spin up / spin down): -0.31 / -0.31 eV
HOMO-LUMO gap (spin up / spin down): 7.94 / 7.94 eV

Quick one: most stable of them? x